[1]
Below is a 3-piece molecular cluster, C19H36NO2 overall, with properties calculated with wB97M-V/def2-TZVPD.

ΔE to the lowest compared entry with this formula, charge and spin	437.43	kJ/mol
strongest force on any atom	5.1	eV/A
spin multiplicity	1
E_LUMO	-5.4	eV
charge	+1

Positions of all 58 atoms, in Å:
C (-1.3598, 1.4187, 5.4698)
C (0.2277, 1.5603, 5.3463)
C (0.9966, 0.6248, 4.3831)
N (2.4227, 0.7829, 4.2452)
C (3.2173, 1.7615, 4.9423)
C (2.5603, 2.7438, 5.9615)
C (1.0260, 2.6182, 6.1538)
C (0.2844, 3.6347, 7.1760)
O (-0.1148, 3.3104, 8.3062)
O (0.1511, 4.9756, 6.6745)
H (-1.7053, 0.4034, 5.8569)
H (-1.7769, 1.5119, 4.3951)
H (-1.7665, 2.3025, 6.0918)
H (0.4575, -0.1787, 3.7801)
H (2.9195, 0.1571, 3.5902)
H (4.3471, 1.8056, 4.7595)
H (3.1775, 3.5236, 6.5116)
H (0.2385, 4.8873, 5.6964)
C (0.4636, 3.7902, 1.1889)
C (-0.6041, 2.7128, 1.0519)
C (-0.0213, 1.3089, 0.8745)
C (0.8199, 1.1057, -0.3889)
C (0.1013, 1.4061, -1.7051)
C (-1.0964, 0.4985, -1.9550)
H (1.0846, 3.8603, 0.2936)
H (-0.0049, 4.7662, 1.3426)
H (1.1128, 3.5885, 2.0464)
H (-1.2714, 2.9577, 0.2215)
H (-1.2238, 2.7192, 1.9560)
H (-0.8432, 0.5841, 0.8860)
H (0.6009, 1.0703, 1.7462)
H (1.1722, 0.0674, -0.4061)
H (1.7208, 1.7262, -0.3318)
H (0.8127, 1.2777, -2.5272)
H (-0.2181, 2.4525, -1.7379)
H (-0.7904, -0.5512, -1.9750)
H (-1.5533, 0.7363, -2.9185)
H (-1.8631, 0.6206, -1.1859)
C (-2.3746, -5.4639, -4.4577)
C (-1.0331, -5.0077, -3.8998)
C (-0.9608, -3.4964, -3.6695)
C (-1.1073, -2.6369, -4.9287)
C (-0.0881, -2.9190, -6.0337)
C (1.3486, -2.6416, -5.6095)
H (-2.5752, -5.0255, -5.4378)
H (-2.3828, -6.5510, -4.5746)
H (-3.1899, -5.1910, -3.7827)
H (-0.2272, -5.3328, -4.5639)
H (-0.8641, -5.5122, -2.9423)
H (-0.0106, -3.2619, -3.1759)
H (-1.7455, -3.2072, -2.9606)
H (-1.0315, -1.5821, -4.6374)
H (-2.1141, -2.7617, -5.3408)
H (-0.3246, -2.2863, -6.8955)
H (-0.1748, -3.9533, -6.3808)
H (1.4686, -1.5982, -5.3045)
H (2.0304, -2.8311, -6.4421)
H (1.6551, -3.2818, -4.7788)

Cartesian forces (eV/Å) of the 2 atoms listed first:
C 0.589 0.718 -0.911
C 2.521 -0.289 -0.272


[2]
Below is an isolated ion of composition C19H36NO4 and charge +1, with properties calculated with wB97M-V/def2-TZVPD.

ΔE to the lowest compared entry with this formula, charge and spin	1.77	kJ/mol
strongest force on any atom	0.9	eV/A
spin multiplicity	1
E_LUMO	-2.2	eV
charge	+1
SMILES string	CCCCCOC(=O)C[C@@H](C(=O)OCCCCC)[NH+]1CCCCC1

Positions of all 60 atoms, in Å:
C (-7.2966, -1.9106, -0.1869)
C (-7.1837, -0.4261, -0.5128)
C (-6.0484, 0.2725, 0.2368)
C (-4.6665, -0.2080, -0.2049)
C (-3.5714, 0.5738, 0.5034)
O (-2.2903, 0.0436, 0.1042)
C (-1.2488, 0.8170, 0.1279)
O (-1.2354, 1.9807, 0.4931)
C (0.0051, 0.1147, -0.3830)
C (1.2701, 0.6362, 0.3086)
C (2.5523, -0.0647, -0.2010)
O (3.5968, 0.5130, -0.3374)
O (2.3311, -1.3366, -0.4121)
C (3.4497, -2.1490, -0.8302)
C (3.0376, -3.6094, -0.7476)
C (2.7921, -4.0573, 0.6929)
C (2.4631, -5.5464, 0.8032)
C (1.1201, -5.9155, 0.1841)
N (1.3708, 2.1176, 0.2150)
C (1.7354, 2.6424, -1.1246)
C (1.4969, 4.1463, -1.1549)
C (2.3475, 4.8325, -0.0913)
C (2.0375, 4.2286, 1.2742)
C (2.2481, 2.7205, 1.2477)
H (-8.1757, -2.3310, -0.6678)
H (-7.3925, -2.0592, 0.8862)
H (-6.4277, -2.4613, -0.5379)
H (-7.0408, -0.2979, -1.5876)
H (-8.1207, 0.0646, -0.2443)
H (-6.1663, 0.1001, 1.3085)
H (-6.1208, 1.3485, 0.0633)
H (-4.5434, -1.2656, 0.0268)
H (-4.5603, -0.0812, -1.2838)
H (-3.6068, 1.6391, 0.2560)
H (-3.6527, 0.4634, 1.5891)
H (-0.0908, -0.9573, -0.2128)
H (0.0551, 0.2645, -1.4645)
H (1.1983, 0.3898, 1.3766)
H (3.7133, -1.8632, -1.8530)
H (4.3003, -1.9298, -0.1779)
H (2.1361, -3.7510, -1.3434)
H (3.8359, -4.2083, -1.1868)
H (3.6886, -3.8515, 1.2822)
H (1.9709, -3.4750, 1.1175)
H (2.4490, -5.8170, 1.8606)
H (3.2552, -6.1257, 0.3257)
H (0.8989, -6.9623, 0.3735)
H (0.3213, -5.3161, 0.6163)
H (1.1251, -5.7648, -0.8922)
H (0.3790, 2.4349, 0.4050)
H (1.1251, 2.1480, -1.8809)
H (2.7867, 2.4180, -1.3116)
H (1.7509, 4.5236, -2.1448)
H (0.4392, 4.3547, -0.9784)
H (2.1419, 5.9016, -0.0811)
H (3.4049, 4.6972, -0.3226)
H (2.6852, 4.6608, 2.0359)
H (1.0038, 4.4479, 1.5512)
H (1.9975, 2.2890, 2.2186)
H (3.2835, 2.4735, 1.0053)

Cartesian forces (eV/Å) of the 2 atoms listed first:
C -0.025 0.213 -0.133
C 0.056 -0.029 0.235


[3]
Below is C19H37Al2Br3CaCl2F9IMgNO8P2 as an isolated structure, with properties calculated with wB97M-V/def2-TZVPD.

ΔE to the lowest compared entry with this formula, charge and spin	95.37	kJ/mol
strongest force on any atom	3.2	eV/A
spin multiplicity	1
E_LUMO	-4.3	eV
charge	-1

Positions of all 86 atoms, in Å:
C (3.7650, -3.1200, 0.7101)
C (2.6671, -3.9464, 0.0341)
C (1.4950, -4.3935, 0.9753)
I (2.4746, -5.4665, 2.5758)
P (0.6165, -2.8486, 1.5912)
C (-1.0976, -3.4971, 1.8159)
Br (-1.2271, -5.4034, 2.3158)
C (-1.9940, -3.3883, 0.5690)
C (-3.4621, -3.4997, 1.0006)
Br (-1.5649, -1.8461, -0.5270)
P (0.1627, -0.6678, 2.2134)
O (0.5696, 0.2603, 0.9441)
Cl (-1.8719, -0.1546, 2.5024)
H (4.5363, -3.7213, 1.1686)
H (4.2799, -2.5479, -0.0587)
H (3.3883, -2.3739, 1.4053)
H (3.0969, -4.8763, -0.3187)
H (2.2785, -3.4003, -0.8252)
H (0.9156, -5.0538, 0.3401)
H (1.5039, -2.8746, 2.7167)
H (0.9932, -2.2655, 0.3452)
H (-1.5733, -3.0692, 2.6853)
H (-1.7691, -4.2687, -0.0142)
H (-4.0262, -2.6259, 0.7057)
H (-3.9683, -4.4056, 0.4894)
H (-3.5634, -3.6598, 2.0764)
H (-0.2392, 0.5553, 0.4896)
Ca (-3.6279, -0.2077, 4.4619)
C (-1.5678, 3.6778, -2.7160)
C (-0.8917, 2.3879, -2.2618)
C (-1.8819, 1.3557, -1.7153)
C (-2.5091, 1.7890, -0.4685)
N (-2.9643, 2.1326, 0.5277)
H (-2.0475, 4.1961, -1.8833)
H (-0.8330, 4.3565, -3.1489)
H (-2.3257, 3.4746, -3.4741)
H (-0.1355, 2.6206, -1.5071)
H (-0.3677, 1.9429, -3.1083)
H (-1.3683, 0.4235, -1.5038)
H (-2.6445, 1.1363, -2.4635)
F (8.3955, -2.9084, 3.8268)
Al (7.1411, -4.1156, 3.8774)
F (5.7638, -3.3968, 4.5770)
F (7.6587, -5.4150, 4.8150)
F (6.7767, -4.6318, 2.3132)
Cl (-5.4947, -4.4627, -0.6705)
F (-9.4321, 1.0414, 2.8145)
Al (-7.8546, 1.0027, 2.2021)
F (-7.1734, 2.5608, 2.2236)
F (-7.8241, 0.3633, 0.6444)
F (-6.8838, 0.0179, 3.2444)
Mg (0.3251, -0.5047, 4.5758)
Br (7.8858, -2.1156, 5.9214)
C (4.7623, -1.4855, -2.3502)
C (5.7282, -1.4812, -3.5696)
O (6.7812, -0.8433, -3.3993)
O (5.3249, -2.1189, -4.5599)
H (5.1709, -0.9150, -1.5180)
H (3.8074, -1.0489, -2.6434)
H (4.5987, -2.5150, -2.0273)
C (2.3685, -2.8103, -5.2506)
C (1.1809, -3.0010, -6.1583)
O (0.0825, -2.8072, -5.2747)
C (0.5174, -1.9579, -4.3035)
O (-0.1929, -1.3743, -3.5532)
O (1.8587, -1.8594, -4.3026)
F (1.1262, -4.2591, -6.6607)
H (2.6443, -3.7283, -4.7331)
H (3.2452, -2.4222, -5.7595)
H (1.1156, -2.2844, -6.9785)
C (-1.3508, 5.3613, 0.7824)
O (-2.3843, 6.2194, 0.3344)
C (-3.3483, 6.4979, 1.3395)
C (-3.1191, 7.8527, 1.9728)
O (-1.8960, 7.8999, 2.6953)
C (-0.8524, 8.5314, 1.9771)
H (-0.5392, 5.4079, 0.0556)
H (-0.9626, 5.6605, 1.7594)
H (-1.7161, 4.3316, 0.8347)
H (-3.3512, 5.7121, 2.0997)
H (-4.3277, 6.4984, 0.8534)
H (-3.9233, 8.0433, 2.6899)
H (-3.1504, 8.6411, 1.2148)
H (-0.9897, 9.6185, 1.9865)
H (-0.8016, 8.1815, 0.9438)
H (0.0874, 8.2924, 2.4731)

Cartesian forces (eV/Å) of the 2 atoms listed first:
C 0.129 0.340 -0.883
C -0.047 -0.116 1.031